1.
Below is a single C20H24N2O3S molecule in a non-equilibrium geometry, with properties calculated with ωB97M-V with the def2-TZVPD basis set.

## Properties
Structure (SMILES): CS(=O)(=O)N(CCc1ccccc1)CC(=O)N1CCc2ccccc2C1
Charge: 0
Electronic energy in Eh: -1509.9533
Orbital gap in hartree: 0.356
ΔE to the lowest compared entry with this formula, charge and spin in kJ/mol: 164.0

Atoms and positions in Å:
C (-1.2623, -1.8527, -2.3568)
S (-2.2628, -1.7272, -0.8535)
O (-3.6331, -1.5758, -1.2447)
O (-1.9125, -2.8227, 0.0049)
N (-1.6414, -0.3397, -0.1628)
C (-2.0451, 0.8893, -0.8084)
C (-0.8309, 1.7199, -1.2490)
C (-1.2949, 2.9757, -1.9299)
C (-1.5551, 4.1190, -1.1850)
C (-2.0223, 5.2673, -1.7990)
C (-2.2378, 5.2852, -3.1666)
C (-1.9830, 4.1500, -3.9166)
C (-1.5164, 3.0022, -3.3004)
C (-1.5273, -0.3061, 1.2786)
C (-0.2208, 0.3580, 1.7185)
O (-0.2351, 1.4061, 2.3396)
N (0.9250, -0.2472, 1.3562)
C (2.1947, 0.3179, 1.7664)
C (2.7914, -0.5392, 2.8790)
C (2.7991, -1.9923, 2.4914)
C (3.6234, -2.8914, 3.1585)
C (3.6204, -4.2339, 2.8324)
C (2.7825, -4.6973, 1.8308)
C (1.9584, -3.8123, 1.1626)
C (1.9617, -2.4603, 1.4837)
C (1.0637, -1.5262, 0.7058)
H (-0.2213, -1.8354, -2.0666)
H (-1.5079, -1.0282, -3.0112)
H (-1.5136, -2.7948, -2.8277)
H (-2.6653, 1.4897, -0.1330)
H (-2.6584, 0.6238, -1.6724)
H (-0.2117, 1.1243, -1.9226)
H (-0.2419, 1.9700, -0.3660)
H (-1.3844, 4.1057, -0.1183)
H (-2.2184, 6.1507, -1.2093)
H (-2.6018, 6.1812, -3.6469)
H (-2.1482, 4.1585, -4.9841)
H (-1.3167, 2.1190, -3.8915)
H (-1.5851, -1.3329, 1.6431)
H (-2.3464, 0.2707, 1.7279)
H (2.0174, 1.3372, 2.1123)
H (2.8650, 0.3364, 0.9005)
H (3.8038, -0.2037, 3.1109)
H (2.1858, -0.4172, 3.7823)
H (4.2719, -2.5269, 3.9424)
H (4.2672, -4.9192, 3.3595)
H (2.7692, -5.7460, 1.5754)
H (1.2921, -4.1662, 0.3893)
H (0.0949, -2.0005, 0.5572)
H (1.5145, -1.3624, -0.2868)

These are the Löwdin partial charges, in e, on atoms 1 to 4: -0.101 0.616 -0.286 -0.308

2.
Below is a single C4H6O2S2 molecule in a non-equilibrium geometry, with properties calculated with ωB97M-V with the def2-TZVPD basis set.

## Properties
Charge: 0
Electronic energy in Eh: -1102.6417
Expectation value of S²: 2.0099
Orbital gap (spin up / spin down) in hartree: 0.294 / 0.251
ΔE to the lowest compared entry with this formula, charge and spin in kJ/mol: 135.0
Multiplicity: 3

Atoms and positions in Å:
C (-2.6655, -0.1728, 0.0705)
C (-1.4808, 0.6849, 0.2563)
C (0.6797, -0.4340, 0.1511)
C (-0.2439, 0.5087, -0.4963)
O (-4.4102, -1.8806, -0.4181)
O (-3.4621, 2.2830, 0.6767)
S (-3.1264, -1.7131, 0.2051)
S (-2.9592, 1.5039, -0.4192)
H (-1.4880, 1.2152, 1.2508)
H (0.9473, -0.2600, 1.2017)
H (1.6723, -0.6187, -0.3231)
H (0.0620, -1.3276, 0.1903)
H (-0.2242, 0.2443, -1.5982)
H (0.2592, 1.5637, -0.6021)

These are the Löwdin partial charges, in e, on atoms 1 to 4: -0.647 -0.459 -0.130 -0.317

3.
Below is a single C5H9NO molecule in a non-equilibrium geometry, with properties calculated with ωB97M-V with the def2-TZVPD basis set.

## Properties
Structure (SMILES): C=NCCCC=O
Charge: 0
Electronic energy in Eh: -325.8567
Orbital gap in hartree: 0.397
ΔE to the lowest compared entry with this formula, charge and spin in kJ/mol: 212.2

Atoms and positions in Å:
C (-2.6326, -0.5760, -0.9743)
N (-1.7353, -0.1560, -0.1948)
C (-0.4025, -0.7706, -0.3491)
C (0.3790, -0.4171, 0.9083)
C (0.9516, 1.0320, 0.8381)
C (2.1297, 1.0763, -0.0763)
O (2.0557, 1.1092, -1.2771)
H (-2.3579, -1.3315, -1.7242)
H (-3.6614, -0.2344, -0.9534)
H (-0.0037, -0.2399, -1.2120)
H (-0.3873, -1.8267, -0.6296)
H (-0.1782, -0.6162, 1.8095)
H (1.2907, -1.0071, 0.9066)
H (0.1372, 1.7383, 0.6767)
H (1.2950, 1.2186, 1.8606)
H (3.1199, 1.0010, 0.3910)

These are the Löwdin partial charges, in e, on atoms 1 to 4: -0.068 -0.026 -0.242 -0.186

4.
Below is a single C3HNO3 molecule in a non-equilibrium geometry, with properties calculated with ωB97M-V with the def2-TZVPD basis set.

## Properties
Structure (SMILES): N#CC(=O)OC=O
Charge: 0
Electronic energy in Eh: -395.3595
Orbital gap in hartree: 0.391
ΔE to the lowest compared entry with this formula, charge and spin in kJ/mol: 47.1

Atoms and positions in Å:
N (-2.7118, 1.4734, 0.0916)
C (-1.8583, 0.7223, 0.0511)
C (-0.7782, -0.2612, -0.1367)
O (-0.8493, -1.4510, -0.2668)
O (0.4499, 0.4361, -0.0743)
C (1.6444, -0.2260, 0.0426)
O (1.8284, -1.3734, 0.2733)
H (2.2750, 0.6798, 0.0193)

These are the Löwdin partial charges, in e, on atoms 1 to 4: 0.206 -0.077 -0.381 0.191

5.
Below is a molecular structure, C43H35ClMnN3O8P2S in a non-equilibrium geometry, with properties calculated with ωB97M-V with the def2-TZVPD basis set.

## Properties
Charge: +1
Electronic energy in Eh: -5117.7233
Expectation value of S²: 3.8453
Orbital gap (spin up / spin down) in hartree: 0.214 / 0.224
ΔE to the lowest compared entry with this formula, charge and spin in kJ/mol: 24.1
Multiplicity: 4

Atoms and positions in Å:
Mn (-0.7574, 0.1868, -0.7701)
C (0.7285, 1.2698, 2.3127)
N (1.9455, 1.5934, 1.6011)
C (1.7769, 2.0459, 0.3620)
P (1.5028, 0.0385, -1.4863)
C (1.0257, 0.7989, -3.0803)
C (0.9589, 0.0377, -4.2478)
C (0.6215, 0.6540, -5.4438)
C (0.3407, 2.0105, -5.4839)
C (0.3966, 2.7680, -4.3230)
C (0.7448, 2.1683, -3.1248)
C (3.3273, 0.1657, -1.4595)
C (4.0125, 0.9731, -2.3566)
C (5.3974, 1.0108, -2.3248)
C (6.0961, 0.2787, -1.3785)
C (5.4104, -0.5313, -0.4868)
C (4.0293, -0.5923, -0.5265)
C (3.2021, 1.5257, 2.2324)
C (3.3945, 0.8882, 3.4639)
C (4.6275, 0.9223, 4.0908)
C (5.7084, 1.5557, 3.5003)
C (5.5362, 2.1724, 2.2720)
C (4.3031, 2.1726, 1.6541)
P (-0.4447, 0.0469, 1.4855)
C (-1.8203, 0.3087, 2.6471)
C (-2.6554, 1.4031, 2.4249)
C (-3.6662, 1.6980, 3.3203)
C (-3.8582, 0.8955, 4.4356)
C (-3.0412, -0.2014, 4.6490)
C (-2.0192, -0.4969, 3.7651)
C (0.1750, -1.6112, 1.8370)
C (-0.7581, -2.6463, 1.7818)
C (-0.3453, -3.9549, 1.9270)
C (1.0022, -4.2394, 2.0899)
C (1.9351, -3.2180, 2.1014)
C (1.5276, -1.9015, 1.9757)
H (0.1171, 2.1797, 2.3890)
H (0.9236, 0.9126, 3.3246)
H (2.6241, 2.3705, -0.2099)
H (0.7970, 2.4169, 0.1094)
H (1.1440, -1.0272, -4.2080)
H (0.5782, 0.0703, -6.3516)
H (0.0697, 2.4793, -6.4180)
H (0.1674, 3.8223, -4.3492)
H (0.7981, 2.7651, -2.2254)
H (3.4678, 1.5476, -3.0927)
H (5.9385, 1.6109, -3.0395)
H (7.1738, 0.3283, -1.3372)
H (5.9556, -1.1171, 0.2375)
H (3.4844, -1.2589, 0.1264)
H (2.5997, 0.3509, 3.9579)
H (4.7470, 0.4576, 5.0578)
H (6.6695, 1.5752, 3.9890)
H (6.3578, 2.6827, 1.7945)
H (4.2032, 2.7124, 0.7290)
H (-2.4946, 2.0221, 1.5497)
H (-4.3026, 2.5525, 3.1560)
H (-4.6455, 1.1276, 5.1350)
H (-3.1989, -0.8243, 5.5152)
H (-1.3744, -1.3445, 3.9423)
H (-1.7996, -2.4092, 1.6067)
H (-1.0655, -4.7562, 1.9076)
H (1.3268, -5.2625, 2.1864)
H (2.9855, -3.4511, 2.1939)
H (2.2557, -1.1038, 1.9865)
O (-4.9543, 4.2005, -1.0450)
C (-5.5382, 3.0191, -1.0262)
O (-6.7238, 2.8838, -0.8948)
C (-4.6553, 1.8134, -1.1517)
C (-5.1016, 0.4946, -1.2756)
Cl (-6.6754, -0.0728, -1.4813)
N (-4.0156, -0.3186, -1.2645)
N (-2.8987, 0.3981, -1.1414)
C (-3.2575, 1.6846, -1.0750)
C (-2.1380, 2.6531, -0.9488)
O (-2.2804, 3.8622, -1.0183)
O (-1.0030, 2.0517, -0.7574)
C (-3.9959, -1.7313, -1.3553)
C (-3.1607, -2.3577, -2.2724)
C (-3.1439, -3.7405, -2.3368)
C (-3.9966, -4.4816, -1.5350)
C (-4.8525, -3.8484, -0.6459)
C (-4.8344, -2.4714, -0.5297)
H (-3.9676, 4.1991, -1.1122)
H (-2.5431, -1.7796, -2.9430)
H (-2.4661, -4.2216, -3.0245)
H (-4.0002, -5.5573, -1.6029)
H (-5.5308, -4.4338, -0.0442)
H (-5.4597, -1.9707, 0.1922)
O (1.5513, -1.5517, -1.7949)
S (0.1907, -2.4900, -1.7856)
O (0.5206, -3.6338, -1.0192)
O (-0.7506, -1.5837, -1.0637)
O (-0.1865, -2.6437, -3.1439)

These are the Löwdin partial charges, in e, on atoms 1 to 4: 0.475 -0.200 -0.082 0.085

6.
Below is 2 unconnected molecules or ions with the total composition C5H12O, with properties calculated with ωB97M-V with the def2-TZVPD basis set.

## Properties
Charge: 0
Electronic energy in Eh: -272.7754
Orbital gap in hartree: 0.305
ΔE to the lowest compared entry with this formula, charge and spin in kJ/mol: 455.0

Atoms and positions in Å:
C (1.7398, 0.9222, 0.8763)
C (-0.2777, -0.2441, 1.1317)
C (-0.8647, -0.7372, -0.0573)
C (-1.9972, 0.1040, -0.6255)
C (0.4266, -0.7202, -1.1915)
O (0.7726, 0.4985, -1.4904)
H (2.5608, 1.3573, 0.2842)
H (2.1759, 0.0734, 1.4063)
H (1.3933, 1.6746, 1.5824)
H (0.2147, -0.9225, 1.8201)
H (-0.5743, 0.7180, 1.5276)
H (-1.0537, -1.8145, -0.0248)
H (-1.6886, 1.1532, -0.6513)
H (-2.2576, -0.1815, -1.6507)
H (-2.8937, 0.0121, -0.0036)
H (-0.0597, -1.2833, -1.9952)
H (1.1936, -1.3303, -0.6657)
H (1.1134, 0.8065, -0.2128)

These are the Löwdin partial charges, in e, on atoms 1 to 4: -0.070 0.050 -0.367 -0.073

7.
Below is a single C4H5NO molecule in a non-equilibrium geometry, with properties calculated with ωB97M-V with the def2-TZVPD basis set.

## Properties
Structure (SMILES): Nc1ccco1
Charge: 0
Electronic energy in Eh: -285.3844
Orbital gap in hartree: 0.315
ΔE to the lowest compared entry with this formula, charge and spin in kJ/mol: 79.2

Atoms and positions in Å:
N (-1.3319, 0.3446, 1.4463)
C (-0.4559, 0.0381, 0.4326)
C (0.7813, -0.4884, 0.4332)
C (1.2447, -0.3741, -0.9435)
C (0.2212, 0.2062, -1.6335)
O (-0.8160, 0.4457, -0.7757)
H (-0.9516, 0.2991, 2.4310)
H (-2.2919, 0.6456, 1.2665)
H (1.3345, -0.8676, 1.2860)
H (2.2067, -0.7672, -1.2680)
H (0.0589, 0.5180, -2.6750)

These are the Löwdin partial charges, in e, on atoms 1 to 4: 0.116 -0.454 -0.051 -0.073

8.
Below is a molecular structure, C27H54N3PbSi6Te, with properties calculated with ωB97M-V with the def2-TZVPD basis set.

## Properties
Charge: -1
Electronic energy in Eh: -3423.5625
Orbital gap in hartree: 0.242
ΔE to the lowest compared entry with this formula, charge and spin in kJ/mol: 0.0

Atoms and positions in Å:
Pb (-1.6094, 1.2823, -0.5891)
C (-2.6293, 0.1431, 2.6279)
Si (-2.1382, 1.9376, 2.6232)
C (-1.5081, 2.3139, 4.3564)
C (-3.6404, 3.0054, 2.3451)
N (-0.9857, 2.1204, 1.3290)
C (-0.0968, 3.1810, 1.1378)
C (0.3594, 3.9918, 2.1792)
C (1.2781, 5.0172, 1.9793)
C (1.7579, 5.2620, 0.7063)
C (1.3058, 4.4784, -0.3500)
C (0.3942, 3.4364, -0.1711)
N (-0.0208, 2.6239, -1.2280)
Si (0.3488, 2.8980, -2.8907)
C (0.0498, 4.6500, -3.4885)
C (-0.7314, 1.8267, -3.9705)
C (2.1357, 2.4629, -3.2440)
H (-3.1991, -0.0975, 3.5308)
H (-1.7373, -0.4865, 2.6041)
H (-3.2491, -0.0918, 1.7579)
H (-2.1902, 1.8282, 5.0611)
H (-1.5090, 3.3839, 4.5778)
H (-0.5034, 1.9260, 4.5437)
H (-4.3056, 2.9970, 3.2144)
H (-4.1892, 2.6243, 1.4787)
H (-3.3535, 4.0423, 2.1442)
H (0.0010, 3.8004, 3.1790)
H (1.6157, 5.6075, 2.8224)
H (2.4756, 6.0521, 0.5236)
H (1.6957, 4.6613, -1.3442)
H (-0.9224, 5.0219, -3.1541)
H (0.0560, 4.6488, -4.5826)
H (0.8083, 5.3572, -3.1487)
H (-1.7537, 2.2126, -4.0170)
H (-0.7640, 0.7851, -3.6430)
H (-0.3340, 1.8321, -4.9902)
H (2.7824, 2.7497, -2.4097)
H (2.5019, 2.9617, -4.1463)
H (2.2355, 1.3826, -3.3846)
C (3.7109, -1.4864, -2.0641)
Si (2.7191, -2.9147, -1.3609)
C (3.9603, -4.1594, -0.6905)
C (1.8343, -3.7523, -2.7820)
Si (1.2011, -2.1010, 0.2280)
Te (-0.6380, -1.2924, -1.2725)
Si (2.3296, -0.4998, 1.4887)
C (2.7506, 0.9947, 0.4726)
C (1.4030, 0.0250, 3.0297)
C (3.9208, -1.3603, 2.0240)
Si (0.2774, -3.8841, 1.4346)
C (-0.8673, -4.8538, 0.3210)
C (1.5998, -5.0513, 2.0835)
C (-0.7127, -3.3347, 2.9220)
H (4.2326, -1.7987, -2.9738)
H (4.4563, -1.1317, -1.3476)
H (3.0639, -0.6425, -2.3178)
H (4.7167, -4.3585, -1.4562)
H (3.4852, -5.1073, -0.4347)
H (4.4703, -3.7882, 0.2023)
H (2.5645, -4.1520, -3.4924)
H (1.1818, -3.0514, -3.3065)
H (1.2088, -4.5785, -2.4311)
H (1.8483, 1.5550, 0.2307)
H (3.2317, 0.7205, -0.4682)
H (3.4222, 1.6602, 1.0246)
H (0.8393, 0.9376, 2.8178)
H (2.1025, 0.2238, 3.8465)
H (0.6908, -0.7308, 3.3682)
H (4.6365, -1.4187, 1.1995)
H (3.7299, -2.3816, 2.3682)
H (4.3934, -0.8135, 2.8453)
H (-0.3602, -5.1968, -0.5853)
H (-1.7103, -4.2346, 0.0062)
H (-1.2523, -5.7287, 0.8532)
H (2.2571, -5.4101, 1.2925)
H (1.1243, -5.9194, 2.5501)
H (2.2242, -4.5617, 2.8363)
H (-1.4256, -2.5536, 2.6562)
H (-0.0665, -2.9497, 3.7149)
H (-1.2782, -4.1808, 3.3239)
N (-3.6658, 1.0096, -0.4819)
C (-4.1642, 0.0711, -1.3599)
C (-5.2291, -0.7349, -0.8925)
C (-5.8736, -1.6387, -1.7185)
C (-5.4634, -1.8353, -3.0343)
C (-4.3893, -1.0887, -3.5017)
C (-3.7654, -0.1517, -2.6943)
H (-5.5347, -0.6136, 0.1401)
H (-6.6953, -2.2230, -1.3176)
H (-5.9599, -2.5550, -3.6718)
H (-4.0304, -1.2342, -4.5147)
H (-2.9361, 0.4272, -3.0794)

These are the Löwdin partial charges, in e, on atoms 1 to 4: 1.021 -0.176 0.347 -0.187